Formula: C38H51ClN8O4RbS
Source: the OMol25 dataset
Level of theory: ωB97M-V/def2-TZVPD

Positions of all 104 atoms, in Å:
Rb -1.12 -1.63 1.17
Cl -2.47 8.75 -6.16
S -0.34 1.20 2.35
O -3.81 5.77 -1.54
O -1.22 0.14 2.93
O -0.94 -4.15 1.49
O -1.61 -3.75 -0.60
N 2.30 -2.90 2.23
N 4.08 -2.66 3.88
N 4.24 -4.37 2.15
N -3.18 0.17 0.00
N -0.64 1.72 1.02
N 2.61 -4.61 3.93
N -3.72 2.27 -0.39
N -4.64 1.81 0.48
C 2.47 -0.06 -2.93
C -2.82 1.28 -0.62
C 3.73 -7.52 -1.34
C 2.49 -6.75 -1.01
C 3.53 -5.30 3.03
C -2.04 7.55 -4.98
C -4.27 0.57 0.69
C 1.64 -3.87 3.11
C 1.56 -7.23 -0.10
C 1.57 1.08 -1.00
C -2.97 4.64 1.99
C 3.38 -3.64 4.72
C -3.89 3.54 -1.08
C -5.23 5.10 1.04
C 2.26 -5.50 -1.57
C -1.06 6.95 -2.89
C 3.07 -1.97 3.06
C -0.55 -7.08 1.24
C -3.72 5.34 0.86
C -3.26 4.86 -0.57
C 4.96 -3.40 2.98
C 2.52 0.46 -0.20
C -2.03 5.27 -4.27
C 1.17 -4.72 -1.21
C -1.08 4.58 -2.03
C -1.40 5.62 -3.08
C -0.88 -4.30 0.25
C 3.42 -0.67 -2.13
C -2.36 6.22 -5.22
C 0.25 -5.21 -0.26
C -1.39 7.92 -3.83
C 1.01 -3.35 -1.82
C 3.45 -0.41 -0.77
C -3.50 6.86 0.98
C 3.23 -3.64 1.37
C 0.44 -6.49 0.28
C -1.72 4.80 -0.64
C 1.55 0.81 -2.37
H -4.18 7.41 0.34
H 4.27 -5.85 3.62
H -0.55 7.25 -1.98
H 2.44 -0.27 -3.99
H -2.96 3.56 1.87
H 0.81 1.30 -3.00
H 0.01 4.59 -1.88
H 4.14 -1.36 -2.56
H -2.02 1.38 -1.32
H 0.85 1.74 -0.55
H -3.44 4.88 2.94
H -3.51 3.40 -2.09
H 4.20 -0.88 -0.14
H -5.44 4.04 1.14
H -0.15 -8.00 1.68
H -5.57 5.60 1.95
H -1.13 8.96 -3.66
H 3.58 -8.59 -1.20
H 2.96 -6.00 2.41
H -2.29 4.23 -4.45
H 3.75 -2.94 0.70
H -4.96 3.72 -1.15
H 5.48 -2.69 2.33
H -3.37 6.62 -1.43
H -5.79 5.50 0.19
H 2.39 -1.44 3.72
H -2.47 7.14 0.75
H -0.03 -3.18 -2.08
H 2.69 -3.10 5.38
H 3.59 -1.25 2.42
H 1.31 -2.58 -1.10
H -4.84 -0.09 1.32
H -1.93 4.97 2.04
H 5.71 -3.94 3.58
H -1.31 5.72 -0.22
H -0.79 -6.37 2.03
H 0.95 -3.34 3.77
H 4.05 -7.35 -2.36
H -1.34 3.59 -2.41
H 2.97 -5.11 -2.30
H -2.86 5.94 -6.14
H 1.70 -8.21 0.33
H 1.07 -4.56 2.51
H 2.54 0.67 0.86
H 2.67 -4.35 0.77
H -1.48 -7.32 0.72
H 4.55 -7.21 -0.68
H -1.40 3.97 -0.02
H 4.11 -4.17 5.33
H -3.69 7.16 2.01
H 1.64 -3.25 -2.71

Results
Gap between HOMO and LUMO ... 0.2811 Eh
LUMO ... 2.110 eV
Relative energy (zero: lowest compared OMol25 entry of this formula, charge and spin) ... 114.07 kJ/mol
Spin multiplicity ... 1
Largest force on an atom ... 1.27 eV/Å
Charge ... -1

Here are the Löwdin charges for atoms 1 to 5, given in e: 0.98, 0.64, 0.56, -0.01, -0.84